Record 1
{"formula": "C4H8O3", "method": "wB97M-V/def2-TZVPD", "homo_lumo_gap_ha": 0.395, "e_homo_ha": -0.36796, "smiles": "C=CCC(O)(O)O", "relative_energy_kcal_mol": 32.3, "energy_ev": -10419.6018, "max_force_ev_per_a": 2.69, "species": ["C", "C", "C", "C", "O", "O", "O", "H", "H", "H", "H", "H", "H", "H", "H"], "xyz": [[-1.617, 1.079, -0.679], [-0.421, 0.908, -1.204], [0.593, -0.126, -0.919], [0.569, -0.603, 0.608], [0.642, 0.467, 1.507], [-0.591, -1.339, 0.856], [1.708, -1.367, 0.810], [-2.290, 1.837, -1.045], [-2.000, 0.417, 0.080], [-0.065, 1.554, -2.067], [0.426, -1.025, -1.512], [1.602, 0.247, -1.094], [-0.041, 1.111, 1.280], [-0.492, -1.886, 1.645], [1.977, -1.276, 1.735]], "mulliken_charge": [-0.8135, -0.1061, -0.3782, 0.4171, -0.5376, -0.4606, -0.5361, 0.2747, 0.2712, 0.2268, 0.3184, 0.3088, 0.3717, 0.3066, 0.3369]}

Record 2
{"formula": "C4H8O3", "method": "wB97M-V/def2-TZVPD", "homo_lumo_gap_ha": 0.400, "e_homo_ha": -0.37424, "smiles": "C[C@@H](O)[C@@H](O)C=O", "relative_energy_kcal_mol": 31.9, "energy_ev": -10419.6201, "max_force_ev_per_a": 0.49, "species": ["C", "C", "O", "C", "O", "C", "O", "H", "H", "H", "H", "H", "H", "H", "H"], "xyz": [[-1.004, 0.686, -1.335], [-0.661, -0.446, -0.382], [0.187, -1.356, -1.055], [0.036, 0.021, 0.890], [0.223, -1.110, 1.714], [1.396, 0.653, 0.619], [2.257, 0.639, 1.469], [-1.561, 0.292, -2.190], [-1.618, 1.444, -0.836], [-0.099, 1.163, -1.724], [-1.590, -0.946, -0.068], [0.434, -2.021, -0.395], [-0.582, 0.781, 1.400], [1.002, -0.911, 2.261], [1.581, 1.112, -0.367]], "mulliken_charge": [-1.2777, 0.2000, -0.5589, 0.0318, -0.5558, 0.0695, -0.5076, 0.3301, 0.3619, 0.3281, 0.2765, 0.3743, 0.3168, 0.3292, 0.2819]}

Record 3
{"formula": "C4H8O3", "method": "wB97M-V/def2-TZVPD", "homo_lumo_gap_ha": [0.482, 0.202], "e_homo_ha": [-0.60442, -0.56470], "s2": 0.759, "spin_multiplicity": 2, "relative_energy_kcal_mol": 0.0, "charge": 1, "energy_ev": -10410.3571, "max_force_ev_per_a": 1.56, "species": ["O", "C", "O", "C", "C", "C", "O", "H", "H", "H", "H", "H", "H", "H", "H"], "xyz": [[1.320, -1.936, 0.527], [1.024, -0.788, 0.482], [1.879, 0.209, 0.249], [-0.383, -0.270, 0.690], [-0.920, 0.400, -0.621], [-2.474, 0.460, -0.446], [-0.400, 1.658, -0.668], [2.792, -0.122, 0.250], [-0.368, 0.477, 1.483], [-1.030, -1.057, 1.068], [-0.746, -0.161, -1.537], [-2.769, 1.252, 0.225], [-2.867, -0.462, -0.068], [-2.861, 0.654, -1.439], [0.231, 1.753, -1.399]], "mulliken_charge": [-0.3450, 0.3969, -0.3930, -0.5704, 0.3040, -1.2836, -0.3344, 0.3738, 0.3916, 0.4472, 0.4382, 0.3834, 0.4256, 0.3480, 0.4178]}

Record 4
{"formula": "C4H8O3Pb", "method": "wB97M-V/def2-TZVPD", "homo_lumo_gap_ha": [0.303, 0.260], "e_homo_ha": [-0.68230, -0.66007], "relative_energy_kcal_mol": 0.0, "charge": 2, "energy_ev": -15643.3302, "max_force_ev_per_a": 5.35, "species": ["C", "C", "O", "H", "H", "H", "H", "H", "Pb", "O", "O", "C", "C", "H", "H", "H"], "xyz": [[-2.040, 0.552, 1.852], [-0.675, 0.836, 1.279], [-0.078, -0.436, 0.946], [-2.543, 1.504, 2.066], [-2.652, -0.027, 1.150], [-1.943, -0.007, 2.791], [-0.011, 1.317, 2.013], [-0.710, 1.445, 0.365], [2.857, -1.333, 0.548], [0.959, -0.276, 0.119], [2.643, -0.557, -1.349], [1.797, -0.714, -2.294], [0.443, -0.504, -1.975], [-0.031, 0.378, -2.417], [2.159, -0.793, -3.324], [-0.175, -1.385, -1.771]], "mulliken_charge": [-1.1284, -0.1242, -0.0423, 0.3776, 0.3330, 0.3183, 0.2964, 0.3163, 1.3690, -0.4079, -0.4659, 0.3670, -0.3145, 0.3841, 0.4262, 0.2953]}

Record 5
{"formula": "C4H8O3Pr", "method": "wB97M-V/def2-TZVPD", "homo_lumo_gap_ha": [0.305, 0.305], "e_homo_ha": [-0.64908, -0.65794], "s2": 3.762, "spin_multiplicity": 4, "relative_energy_kcal_mol": 51.4, "charge": 2, "energy_ev": -24465.8493, "max_force_ev_per_a": 4.74, "species": ["O", "C", "O", "C", "C", "O", "C", "Pr", "H", "H", "H", "H", "H", "H", "H", "H"], "xyz": [[2.377, 1.380, -0.454], [2.630, 0.121, -0.037], [1.391, -0.364, 0.623], [0.541, -1.211, -0.087], [-0.868, -0.880, 0.214], [-1.092, 0.494, -0.056], [-2.467, 0.893, -0.016], [0.696, 1.874, 0.211], [3.397, 0.058, 0.753], [2.858, -0.590, -0.851], [-0.566, -2.133, -0.287], [-1.379, -1.219, 1.122], [-2.489, 1.980, -0.132], [-3.002, 0.410, -0.843], [-2.906, 0.613, 0.950], [0.877, -1.427, -1.109]], "mulliken_charge": [-0.3325, -0.2210, -0.4255, -0.1978, -0.3209, -0.3077, -0.6512, 1.7182, 0.2998, 0.3904, 0.3429, 0.4284, 0.3037, 0.2966, 0.3439, 0.3327]}

Record 6
{"formula": "C4H8O3S", "method": "wB97M-V/def2-TZVPD", "homo_lumo_gap_ha": 0.311, "e_homo_ha": -0.32423, "relative_energy_kcal_mol": 140.7, "energy_ev": -21249.6164, "max_force_ev_per_a": 5.98, "species": ["C", "C", "C", "C", "H", "H", "H", "H", "H", "H", "H", "H", "O", "O", "O", "S"], "xyz": [[2.209, -0.726, -0.135], [1.091, 0.163, 0.232], [1.230, 1.681, -0.326], [-1.408, -0.487, 0.729], [1.442, -2.712, -0.654], [3.038, -0.112, 0.390], [2.242, -0.596, -1.267], [1.208, 0.246, 1.278], [2.400, 1.966, -0.413], [0.819, 1.691, -1.325], [0.194, 2.557, 1.189], [-1.564, -0.651, 2.097], [2.090, -2.202, 0.077], [0.265, 2.611, 0.103], [-0.245, -0.278, -0.133], [-2.836, -0.451, -0.292]], "mulliken_charge": [-0.6226, 0.2366, -0.4770, -0.1602, 0.3547, 0.3013, 0.2458, 0.3974, 0.2454, 0.2989, 0.3280, 0.2793, -0.5676, -0.4957, -0.1625, -0.2020]}

Record 7
{"formula": "C4H8O3S", "method": "wB97M-V/def2-TZVPD", "homo_lumo_gap_ha": 0.340, "e_homo_ha": -0.35094, "relative_energy_kcal_mol": 64.4, "energy_ev": -21252.9250, "max_force_ev_per_a": 5.14, "species": ["C", "C", "C", "C", "O", "O", "O", "S", "H", "H", "H", "H", "H", "H", "H", "H"], "xyz": [[1.754, 1.477, 1.289], [0.446, -0.971, -0.607], [-1.714, 0.984, 0.842], [-0.134, 0.294, -1.352], [2.544, 1.928, 2.004], [1.147, 0.150, 1.871], [1.248, 1.831, 0.216], [-0.719, 1.661, -0.261], [0.041, -1.015, 0.391], [0.209, -1.864, -1.124], [1.579, -0.930, -0.521], [1.822, -0.142, 2.509], [-1.846, -0.105, 1.080], [-2.251, 1.781, 1.350], [-0.982, -0.010, -1.936], [0.601, 0.892, -2.045]], "mulliken_charge": [0.7122, -0.8860, -0.4041, -0.3977, -0.5268, -0.4905, -0.5141, 0.1923, 0.1799, 0.3770, 0.2049, 0.2564, 0.2527, 0.2885, 0.4296, 0.3258]}

Record 8
{"formula": "C4H8O3S", "method": "wB97M-V/def2-TZVPD", "homo_lumo_gap_ha": 0.325, "e_homo_ha": -0.33492, "smiles": "OCCOC(=S)CO", "relative_energy_kcal_mol": 76.9, "energy_ev": -21252.3818, "max_force_ev_per_a": 6.60, "species": ["O", "C", "C", "O", "C", "S", "C", "O", "H", "H", "H", "H", "H", "H", "H", "H"], "xyz": [[-0.710, 1.012, -1.582], [0.161, 1.944, -1.183], [1.321, 1.263, -0.268], [0.432, 0.795, 0.723], [-0.102, -0.412, 0.735], [-1.435, -0.791, 1.613], [0.725, -1.478, 0.120], [0.914, -1.628, -1.373], [-1.186, 0.803, -0.725], [0.543, 2.578, -2.146], [-0.172, 2.841, -0.538], [2.023, 2.022, 0.192], [1.963, 0.391, -0.643], [1.756, -1.522, 0.586], [0.217, -2.523, 0.580], [0.101, -1.265, -1.678]], "mulliken_charge": [-0.4556, -0.3946, -0.3063, -0.3315, 0.4005, -0.2249, -0.7567, -0.4465, 0.3443, 0.3183, 0.2568, 0.2822, 0.3028, 0.3623, 0.3041, 0.3450]}